{
  "formula": "C64H165BN15O23",
  "method": "the ωB97M-V functional and the def2-TZVPD basis",
  "species": ["O", "C", "O", "B", "O", "C", "O", "O", "C", "O", "C", "O", "O", "C", "C", "C", "O", "C", "N", "H", "H", "H", "H", "H", "H", "H", "H", "H", "H", "H", "C", "C", "C", "O", "C", "N", "H", "H", "H", "H", "H", "H", "H", "H", "H", "H", "H", "C", "C", "C", "O", "C", "N", "H", "H", "H", "H", "H", "H", "H", "H", "H", "H", "H", "C", "C", "C", "O", "C", "N", "H", "H", "H", "H", "H", "H", "H", "H", "H", "H", "H", "C", "C", "C", "O", "C", "N", "H", "H", "H", "H", "H", "H", "H", "H", "H", "H", "H", "C", "C", "C", "O", "C", "N", "H", "H", "H", "H", "H", "H", "H", "H", "H", "H", "H", "C", "C", "C", "O", "C", "N", "H", "H", "H", "H", "H", "H", "H", "H", "H", "H", "H", "C", "C", "C", "O", "C", "N", "H", "H", "H", "H", "H", "H", "H", "H", "H", "H", "H", "C", "C", "C", "O", "C", "N", "H", "H", "H", "H", "H", "H", "H", "H", "H", "H", "H", "C", "C", "C", "O", "C", "N", "H", "H", "H", "H", "H", "H", "H", "H", "H", "H", "H", "C", "C", "C", "O", "C", "N", "H", "H", "H", "H", "H", "H", "H", "H", "H", "H", "H", "C", "C", "C", "O", "C", "N", "H", "H", "H", "H", "H", "H", "H", "H", "H", "H", "H", "C", "C", "C", "O", "C", "N", "H", "H", "H", "H", "H", "H", "H", "H", "H", "H", "H", "C", "C", "C", "O", "C", "N", "H", "H", "H", "H", "H", "H", "H", "H", "H", "H", "H", "C", "C", "C", "O", "C", "N", "H", "H", "H", "H", "H", "H", "H", "H", "H", "H", "H"],
  "xyz": [[-0.10238, -2.05694, -1.33886], [-0.04706, -1.18406, -0.50823], [0.67715, -0.09767, -0.59759], [0.31896, 0.84879, 0.46759], [-0.60627, 0.06633, 1.36182], [-0.78060, -1.09451, 0.85960], [-1.35258, -2.02897, 1.43396], [-0.28064, 2.03641, -0.11462], [0.56466, 3.03440, 0.04060], [0.42207, 4.21589, -0.37850], [1.79620, 2.52808, 0.81214], [1.55466, 1.31304, 1.13087], [2.84239, 3.12896, 1.06726], [1.56259, 1.05779, -3.68158], [2.42362, 0.32297, -4.69339], [3.46926, 1.35395, -5.44801], [2.73150, 2.40537, -6.07570], [3.61274, 3.33943, -6.77109], [3.08073, -0.67749, -3.98556], [2.22072, 1.50512, -2.93669], [0.81030, 0.43208, -3.20134], [1.09169, 1.91931, -4.15500], [1.69147, -0.12027, -5.36837], [4.16460, 0.83171, -6.10517], [4.04055, 1.83177, -4.65213], [4.02896, 2.80428, -7.62459], [4.36563, 3.76844, -6.10986], [3.04078, 4.12800, -7.26009], [3.27324, -0.37426, -3.04159], [2.44942, -1.44202, -3.79308], [-3.04130, 2.50320, 1.35811], [-4.46225, 2.99968, 1.52243], [-4.37730, 4.26431, 2.39002], [-3.69730, 4.05433, 3.63513], [-4.14350, 3.01188, 4.47279], [-4.90458, 3.41990, 0.20561], [-3.08443, 1.65342, 0.67685], [-2.59938, 2.09341, 2.26634], [-2.28490, 3.21451, 1.02646], [-5.07728, 2.20453, 1.94384], [-5.31110, 4.77720, 2.62033], [-3.74823, 4.95322, 1.82630], [-5.22863, 2.91184, 4.44856], [-3.88804, 3.36084, 5.47332], [-3.70311, 2.03141, 4.29158], [-4.17483, 4.03543, -0.12409], [-4.92800, 2.67169, -0.47243], [2.72085, 4.69174, -3.25640], [3.33922, 6.08065, -3.35790], [4.01342, 6.25516, -4.72757], [4.52252, 7.61173, -4.81305], [5.23171, 7.90033, -5.98739], [2.28816, 7.04494, -3.13094], [3.43016, 3.94147, -3.60576], [1.82640, 4.59176, -3.87128], [2.43636, 4.50910, -2.22016], [4.10836, 6.27510, -2.61043], [3.26892, 6.15555, -5.51744], [4.81983, 5.55489, -4.94534], [6.28610, 7.62686, -5.94754], [5.21137, 8.98598, -6.08245], [4.83541, 7.43207, -6.88838], [1.72558, 6.77009, -3.92345], [2.71264, 7.85903, -3.55186], [-1.72484, -6.65027, -3.80405], [-1.13199, -5.22735, -3.87854], [-1.85909, -4.20784, -4.83352], [-1.10421, -3.01183, -4.88191], [-1.65679, -1.95205, -5.58675], [-1.15528, -4.76273, -2.52704], [-2.65454, -6.62440, -3.23563], [-0.97719, -7.38440, -3.50376], [-2.08406, -6.91785, -4.79776], [-0.06536, -5.17917, -4.09779], [-2.79978, -3.99964, -4.32375], [-2.20175, -4.66082, -5.76383], [-1.88853, -2.29012, -6.59676], [-1.00049, -1.08741, -5.68561], [-2.55816, -1.58818, -5.09358], [-0.47485, -5.35053, -2.06703], [-0.66415, -3.88154, -2.57594], [-1.79598, 2.17948, -3.38982], [-3.16225, 2.61915, -2.84316], [-4.17589, 3.06581, -3.92725], [-3.54527, 4.13976, -4.59337], [-4.23477, 4.51225, -5.71317], [-3.76555, 1.57838, -1.95301], [-1.15567, 2.97085, -3.77948], [-1.92463, 1.35584, -4.09208], [-1.11703, 1.71949, -2.67181], [-2.99682, 3.48955, -2.20824], [-5.10442, 3.44910, -3.50413], [-4.36350, 2.17146, -4.52142], [-5.11791, 5.12072, -5.51839], [-4.50196, 3.62821, -6.29212], [-3.62974, 5.08110, -6.41917], [-4.70915, 1.34352, -2.22606], [-3.30771, 0.73307, -2.26276], [3.04702, -4.56280, -4.17499], [2.42879, -4.11090, -2.83930], [3.46582, -3.71103, -1.72601], [4.17623, -4.89758, -1.27628], [5.23477, -4.71173, -0.37372], [1.51809, -3.05936, -3.33020], [3.83978, -5.27699, -3.95237], [3.59253, -3.80687, -4.73987], [2.27539, -5.06015, -4.76263], [1.77302, -4.90627, -2.48512], [2.87045, -3.24896, -0.93852], [4.23628, -3.05062, -2.12395], [5.89951, -3.98521, -0.84104], [5.87396, -5.57921, -0.20938], [4.87041, -4.49166, 0.62973], [0.96329, -3.42519, -4.09078], [0.83749, -2.78819, -2.63497], [-1.75604, 0.13274, 4.75539], [-0.43751, -0.59236, 4.56589], [0.51767, -0.46088, 5.73064], [0.89183, 0.88322, 6.26708], [1.83072, 0.85051, 7.37179], [-0.72295, -1.96227, 4.23511], [-2.26440, 0.13025, 3.79120], [-1.53428, 1.14267, 5.10030], [-2.36885, -0.34222, 5.52153], [0.11427, -0.14034, 3.74168], [1.44127, -1.03519, 5.65824], [-0.04063, -0.90003, 6.55741], [2.82473, 0.56806, 7.02499], [1.40559, 0.33184, 8.23106], [1.92012, 1.89224, 7.67985], [0.02119, -2.41176, 3.72100], [-1.36444, -1.81388, 3.46922], [0.01246, -5.89810, 5.19227], [1.42873, -5.25674, 5.09231], [1.95813, -4.93167, 3.66531], [1.20851, -4.01508, 2.97780], [1.84656, -3.37094, 1.85125], [1.47688, -4.13018, 6.00226], [-0.18237, -6.10357, 6.24485], [-0.09985, -6.85263, 4.67811], [-0.69116, -5.18198, 4.76778], [2.14765, -6.04017, 5.33211], [2.26114, -5.80042, 3.08088], [2.89105, -4.38183, 3.78957], [1.11327, -2.85297, 1.23310], [2.43012, -4.06949, 1.25159], [2.51511, -2.59420, 2.22248], [0.83155, -3.47005, 5.59253], [0.85760, -4.39501, 6.75490], [5.79322, -2.47485, 2.84082], [5.98876, -1.50634, 3.96688], [4.63977, -0.89248, 4.48715], [4.50204, 0.21974, 3.60071], [3.34086, 0.94168, 3.95560], [6.57580, -2.19366, 5.15640], [5.30612, -3.39504, 3.16346], [6.77624, -2.68558, 2.41969], [5.20893, -2.00232, 2.05125], [6.59561, -0.71909, 3.51959], [4.77643, -0.54172, 5.51009], [3.89990, -1.69256, 4.46337], [3.31345, 1.22821, 5.00691], [2.44936, 0.42166, 3.60502], [3.37324, 1.89710, 3.43192], [6.71810, -1.53798, 5.91134], [5.90600, -2.83153, 5.56212], [-1.37966, 6.17372, -2.69578], [-1.33464, 7.10005, -1.43023], [-2.59126, 6.88613, -0.53608], [-2.53664, 7.87542, 0.50060], [-3.85307, 8.25241, 1.01342], [-0.05255, 6.87592, -0.79270], [-1.28166, 5.11657, -2.44897], [-0.58191, 6.48049, -3.37224], [-2.36886, 6.32538, -3.12773], [-1.42849, 8.17110, -1.60955], [-2.61074, 5.89897, -0.07432], [-3.46644, 7.12202, -1.14148], [-3.73902, 8.90534, 1.87874], [-4.41362, 7.36837, 1.31731], [-4.46464, 8.77374, 0.27701], [0.57368, 6.96447, -1.58016], [0.09248, 5.88749, -0.64411], [-4.05632, -1.98416, -1.43098], [-4.35837, -3.37502, -0.88550], [-5.27565, -4.23021, -1.85787], [-6.51612, -3.55535, -2.17337], [-7.50045, -3.45962, -1.13980], [-3.08583, -4.03426, -0.59051], [-3.40707, -1.85381, -2.29676], [-3.67129, -1.36193, -0.62309], [-5.06244, -1.60399, -1.60787], [-4.83531, -3.33210, 0.09367], [-5.56714, -5.17915, -1.40771], [-4.79468, -4.56060, -2.77852], [-8.10983, -2.55956, -1.22135], [-7.05235, -3.42645, -0.14672], [-8.11655, -4.35855, -1.16086], [-2.44464, -3.49785, -0.02371], [-2.52811, -4.19570, -1.41694], [1.01719, -9.03723, -1.56851], [1.61868, -7.59839, -1.62320], [1.24801, -6.69722, -0.42157], [-0.13716, -6.32213, -0.29894], [-0.48768, -5.67508, 0.96179], [3.05170, -7.71612, -1.65987], [1.18198, -9.43891, -0.56871], [1.38024, -9.66487, -2.38235], [-0.03794, -9.01101, -1.84076], [1.36282, -7.16555, -2.59030], [1.81791, -5.76814, -0.40972], [1.48115, -7.23303, 0.49857], [-0.16633, -6.23590, 1.83947], [-1.57184, -5.70710, 1.06974], [-0.19177, -4.62601, 0.96174], [3.51825, -6.82622, -1.55738], [3.44304, -8.37651, -1.00348], [0.06352, 3.81883, 3.70636], [-0.15778, 5.24541, 3.07595], [-0.88114, 6.15442, 4.04899], [-1.30957, 7.39181, 3.40316], [-2.25169, 8.11381, 4.21757], [1.08204, 5.87169, 2.65839], [-0.88713, 3.58947, 4.18778], [0.80117, 3.80999, 4.50880], [0.39144, 3.02872, 3.03087], [-0.82064, 5.18414, 2.21284], [-0.29324, 6.44311, 4.92027], [-1.79118, 5.68504, 4.42264], [-1.82504, 8.42210, 5.17204], [-3.20614, 7.59003, 4.27019], [-2.38908, 9.05032, 3.67704], [1.63222, 5.23999, 2.09416], [1.70751, 6.02241, 3.43696], [-8.76116, -1.90982, 3.92577], [-7.90577, -2.52937, 2.79063], [-6.35026, -2.60095, 2.93330], [-5.79930, -1.32629, 2.52230], [-4.38278, -1.28813, 2.49173], [-8.36149, -3.90207, 2.80091], [-8.53021, -0.84589, 3.97891], [-8.51107, -2.41380, 4.85935], [-9.81983, -2.05912, 3.71357], [-8.18745, -2.07594, 1.84028], [-5.93278, -3.37545, 2.28990], [-6.13504, -2.74127, 3.99259], [-4.00339, -1.65852, 3.44408], [-3.94720, -0.31090, 2.28342], [-4.04532, -1.93542, 1.68226], [-7.92819, -4.45170, 2.07272], [-9.36655, -3.98481, 2.74508], [4.69733, 0.88814, -1.11915], [5.29012, 0.35999, 0.22914], [6.70990, -0.36428, 0.14188], [6.68867, -1.49687, -0.74896], [7.99299, -2.06759, -0.73900], [5.37761, 1.53581, 1.06847], [5.41723, 1.54137, -1.61224], [3.76623, 1.43813, -0.98251], [4.41128, 0.07472, -1.78596], [4.63665, -0.40619, 0.64633], [6.98604, -0.66807, 1.15161], [7.37953, 0.45479, -0.12045], [8.73905, -1.28129, -0.85397], [8.11034, -2.86488, -1.47294], [8.08598, -2.49415, 0.25974], [5.35900, 1.27767, 2.04475], [4.61722, 2.19569, 0.98812]],
  "forces_ev_per_angstrom": [[-0.593, -0.300, 0.703], [0.449, 0.984, -0.063], [-0.413, -1.359, -0.572], [1.071, 2.385, 0.312], [0.314, 0.820, -0.031], [-0.917, -2.368, 0.851], [0.482, 1.017, -1.379], [-1.905, -2.239, 0.002], [4.888, 2.223, 1.665], [-0.655, -1.292, -0.166], [-2.840, 4.564, -3.184], [-1.268, -5.302, 1.367], [0.999, 0.472, 0.601], [0.075, 1.764, -0.621], [-0.542, 2.510, -0.612], [-1.985, -0.621, 1.513], [0.772, 0.717, -0.889], [-1.113, -1.348, -0.007], [2.007, -1.855, 0.508], [-0.050, -0.138, 0.409], [0.191, -0.117, -0.084], [-0.406, 0.056, 0.002], [0.469, -0.080, -0.797], [-0.168, -0.150, -0.319], [0.369, -0.212, 0.317], [0.695, -0.136, 0.105], [0.083, -0.158, -0.027], [-0.408, 0.085, 0.574], [0.316, 0.409, -0.042], [-0.207, -0.630, -0.397], [0.553, -1.604, 0.790], [1.333, 0.792, -0.090], [0.127, -0.618, 0.676], [0.314, 0.007, -0.448], [-0.369, 0.767, 0.189], [-1.308, 0.736, -0.113], [0.279, 0.155, -0.331], [-0.092, -0.006, 0.373], [-0.395, 0.322, -0.411], [-0.312, 0.133, -0.031], [-0.470, -0.205, -0.266], [0.064, 0.193, 0.141], [-0.293, -0.055, -0.117], [0.117, -0.340, 0.168], [0.188, 0.054, -0.246], [0.052, 0.247, -0.299], [0.226, -0.308, 0.337], [0.659, -0.015, 0.356], [0.921, -1.051, -0.043], [0.027, 1.173, 0.027], [-0.129, -0.746, 0.096], [0.134, 0.454, 0.170], [0.303, 0.334, -1.407], [0.016, -0.235, 0.180], [-0.074, 0.176, -0.125], [-0.074, -0.205, 0.004], [0.133, -0.427, 0.195], [-0.279, -0.208, -0.237], [0.142, -0.175, 0.343], [0.226, -0.318, 0.293], [-0.085, 0.030, -0.258], [-0.417, -0.032, -0.058], [-1.440, 0.142, -0.018], [-0.075, 1.149, 0.523], [-0.264, 0.871, -1.918], [-0.234, 0.003, -0.800], [-0.464, -0.674, 1.926], [1.079, -0.945, 0.201], [-0.771, 0.184, -0.546], [0.389, 1.069, 0.084], [0.422, -0.123, 0.638], [-0.312, 0.069, 0.380], [0.259, -0.378, -0.345], [0.162, -0.772, -1.241], [-0.411, 0.244, 0.256], [0.783, 0.165, -0.681], [-0.296, 0.126, -0.274], [0.476, -0.358, 0.354], [-0.349, -0.016, -0.013], [-0.313, -0.255, 0.923], [-0.227, 0.604, 0.528], [-0.005, -0.546, 0.155], [-0.443, 0.578, 0.839], [1.670, 0.087, 1.209], [0.438, -0.469, 0.249], [-0.324, 0.177, -1.633], [0.706, -0.432, -1.147], [-0.566, 0.155, -0.406], [-0.117, 0.160, -0.689], [-0.485, 0.189, 0.854], [0.107, 0.157, 0.025], [-0.264, -0.285, 0.314], [-0.159, 0.107, -0.768], [-0.354, -0.045, 0.243], [-0.481, -0.213, -0.117], [0.446, 0.251, 0.383], [-0.601, 0.437, -0.154], [0.402, -0.539, 0.483], [1.289, -1.184, 1.094], [0.116, 0.255, -1.687], [-0.263, -0.655, -0.920], [-1.304, -0.762, -0.511], [0.284, 0.605, -0.253], [0.209, 0.479, 1.043], [-0.089, -0.563, -0.087], [-0.628, 0.542, 0.132], [0.137, 0.099, -0.233], [0.484, -0.530, 0.497], [0.354, 0.160, 0.413], [-0.259, 0.512, -0.001], [0.080, 0.609, 0.754], [-0.492, -0.681, -0.625], [0.052, 0.779, 0.045], [0.217, -0.005, -0.279], [0.260, 0.368, 0.175], [0.741, 0.337, 0.280], [1.448, 1.750, -0.471], [0.130, 0.312, 3.008], [-0.141, -0.873, -0.788], [-1.300, 0.853, -1.328], [-0.311, -0.608, 0.226], [-0.157, 0.241, 0.146], [-0.231, 0.186, -0.266], [-0.066, -0.244, -0.032], [-0.289, 0.509, -0.427], [0.094, -0.131, -0.585], [0.012, -0.478, 0.471], [-0.013, -0.675, 0.287], [0.339, -0.599, -0.055], [-0.051, 0.119, -0.061], [0.599, -0.078, 0.222], [-0.634, -0.642, -0.143], [0.730, 0.189, -0.738], [-0.367, -1.530, -1.390], [1.297, 1.077, 1.113], [-1.943, 0.985, -1.734], [0.104, -0.016, 1.049], [-0.110, 0.234, -0.169], [-0.210, 0.178, 0.033], [0.151, -0.002, -0.253], [-0.290, -0.074, 0.236], [0.223, 0.034, 0.780], [-0.600, -0.563, -0.127], [0.836, -0.347, 0.753], [-0.211, -0.477, 0.181], [-0.094, -0.237, -0.089], [0.311, 0.059, 0.124], [0.086, 0.905, -0.570], [0.360, -0.255, 0.804], [0.059, -0.127, -0.301], [-1.423, -0.566, 2.113], [2.757, 0.534, -2.096], [-1.190, -0.829, 1.322], [-0.198, 1.229, -0.937], [0.998, 0.090, -0.621], [-0.023, -0.116, -0.018], [-0.029, -0.387, -0.061], [-0.142, -0.060, -0.024], [0.309, 0.249, 0.891], [-0.146, 0.103, 0.168], [-0.720, 0.266, -0.233], [-0.047, -0.515, 0.276], [-0.184, -0.037, 0.351], [-0.080, -0.065, -0.360], [0.225, 0.386, -0.091], [-0.318, -0.335, -0.353], [-1.227, 1.363, 0.697], [-0.328, -1.536, 0.247], [1.197, 0.983, 0.255], [-1.586, 0.677, 0.566], [1.335, -0.810, -0.481], [-0.003, 0.743, -0.035], [0.221, 0.127, 0.286], [-0.141, -0.099, -0.144], [-0.016, -0.193, -0.733], [0.177, 0.124, -0.811], [-0.179, -0.311, -0.133], [-0.283, -0.501, -0.241], [0.307, -0.099, -0.106], [-0.040, -0.199, 0.142], [0.082, 0.123, -0.394], [0.750, 0.661, 0.058], [-0.402, -0.466, 0.773], [-1.903, 0.569, 0.838], [1.741, -0.616, -0.837], [-0.505, 0.319, 1.479], [0.208, 0.599, -0.257], [1.000, -0.703, 0.101], [-0.466, -1.346, 0.027], [-0.056, -0.617, -0.074], [0.274, -0.033, 0.054], [0.023, 0.760, -0.628], [-0.547, 0.460, -0.169], [0.266, -0.179, 0.597], [0.094, 0.746, -0.248], [0.126, -0.049, -0.478], [0.234, 0.090, 0.121], [-0.347, -0.033, -0.061], [-0.430, 0.534, 0.527], [-0.161, -0.359, -0.437], [-0.451, 1.317, -0.511], [-0.278, -0.680, 0.264], [-1.320, 0.265, 0.657], [-0.051, -0.397, 0.391], [-0.453, -0.524, -0.981], [0.914, -0.327, -0.324], [-0.110, -0.355, -0.157], [0.813, -0.013, 0.312], [-0.319, 0.204, 0.743], [-0.479, 0.351, 0.067], [0.465, -0.064, -0.281], [0.462, -0.323, 0.146], [0.817, 0.015, -0.060], [-0.084, 0.136, -0.605], [0.218, -0.191, 0.155], [0.083, 0.237, 0.029], [-0.207, -0.004, 0.187], [-0.779, 0.970, 0.277], [0.875, -0.632, 0.495], [-0.949, 1.082, -0.211], [-0.249, -0.412, 1.038], [1.260, 0.006, -1.596], [0.463, 0.236, -0.243], [-0.154, -0.671, -0.086], [0.191, 0.442, 0.101], [-0.324, 0.254, -0.375], [0.118, -0.242, -0.229], [0.489, -0.131, 0.189], [-0.075, -0.412, 0.014], [-0.092, -0.456, 0.463], [-0.062, -0.126, 0.418], [-0.249, 0.029, -0.079], [-0.205, -0.258, -0.734], [-0.204, 0.149, 0.597], [1.497, 0.556, -0.574], [-0.466, -0.650, 0.261], [-0.728, 2.389, -0.136], [-0.837, 0.067, 0.133], [-0.061, -1.040, -0.066], [0.304, -1.279, -0.004], [-0.234, 0.069, 0.294], [-0.028, 0.111, 0.059], [0.019, 0.087, -0.070], [0.371, 0.555, -0.112], [-0.040, -0.344, 0.126], [0.320, -0.464, 0.057], [0.341, -0.008, 0.070], [-0.662, 0.281, 0.105], [0.323, -0.235, 0.054], [-0.131, -0.128, -0.141], [0.038, 0.028, -0.137], [0.344, -1.077, 0.272], [-0.192, 0.170, -0.902], [-2.095, 1.177, -0.318], [0.548, 0.965, 0.046], [-0.778, 0.142, 0.775], [1.341, -0.313, 0.804], [0.043, -0.001, -0.066], [0.122, 0.177, 0.532], [0.561, -0.112, 0.019], [-0.538, -0.094, 0.006], [0.038, -0.247, 0.178], [0.536, -0.256, -0.607], [0.234, -0.095, -0.240], [-0.233, 0.220, -0.174], [0.618, -0.299, 0.169], [0.197, -0.153, 0.093], [-0.609, 0.018, -0.558]],
  "mulliken_charge": [-0.699, 0.110, 0.340, -0.671, 1.053, 0.256, -0.985, 0.026, -0.117, -1.042, -0.196, 0.493, -1.270, -0.100, 0.697, -0.909, -0.290, -0.865, -0.244, -0.202, -0.516, 0.525, 0.461, 0.418, 0.124, 0.406, 0.320, 0.236, -0.161, 0.515, 1.325, -0.221, 0.194, -0.106, -0.736, -0.714, -0.301, -0.451, -0.184, 0.370, 0.423, -0.919, 0.402, 0.259, 0.069, 0.081, 0.544, -0.622, 0.087, -0.763, -0.367, -0.795, -0.561, -0.008, 0.327, 0.031, 0.312, 0.284, 0.571, 0.271, 0.275, 0.304, 0.212, 0.281, -1.583, 2.025, -1.113, -0.058, -0.793, 0.176, 0.263, 0.217, 0.552, -0.571, 0.169, 0.435, 0.357, 0.085, 0.311, -0.456, -0.169, -1.739, 2.587, -1.308, -0.130, -0.983, -0.134, 0.628, 0.427, -0.013, -1.056, 0.397, 0.495, 0.326, 0.369, 0.244, 0.355, -0.412, -2.186, 2.431, -0.448, -0.434, -0.513, 0.320, 0.453, 0.300, 0.419, -1.035, -0.226, 0.757, 0.201, 0.362, 0.087, 0.379, -0.630, -0.838, 3.755, -1.429, -0.246, -0.793, -0.284, -0.575, 0.408, 0.537, -1.625, 0.177, 0.657, 0.203, 0.283, 0.296, -0.220, -0.303, -1.381, 0.174, -0.594, 0.834, -0.834, -0.718, 0.428, 0.359, 0.256, 0.396, 0.297, -0.099, -1.002, 0.371, 0.884, 0.069, 0.330, -0.825, 0.548, -0.166, -0.381, -0.499, -0.874, 0.512, 0.107, -0.155, 0.321, 0.181, -0.046, 0.453, 0.019, 0.159, 0.314, 0.297, -0.808, 0.415, -0.417, -0.323, -0.807, -0.839, -0.163, 0.213, 0.464, 0.367, -0.333, 0.698, 0.216, 0.254, 0.404, 0.185, 0.831, -0.554, 1.855, -0.977, -0.457, -0.450, -0.080, 0.098, 0.022, 0.565, -1.083, 0.486, 0.116, 0.308, -0.074, 0.400, -0.080, 0.151, -1.793, 1.078, -0.069, -0.584, -0.503, -0.679, 0.429, 0.431, 0.315, -0.064, -0.425, 0.702, 0.410, 0.394, -0.090, 0.300, 0.289, -1.211, 2.438, -1.166, -0.241, -0.846, -0.731, 0.102, 0.437, 0.107, -1.089, 0.393, 0.233, 0.311, 0.333, 0.210, 0.225, 0.364, -1.511, 0.766, -0.884, -0.289, 0.472, -0.729, 0.333, 0.348, 0.434, 0.124, 0.278, 0.407, 0.530, -0.528, -0.369, 0.226, 0.237, -1.116, 2.678, -1.341, -0.085, -0.985, -0.797, 0.426, 0.116, -0.002, -1.128, 0.283, 0.460, 0.350, 0.247, 0.327, 0.373, 0.278],
  "s2": 0.7533,
  "total_energy_ha": -5114.00124,
  "charge": -2,
  "orbital_gap_ev": [2.842, 6.682],
  "spin_multiplicity": 2,
  "e_homo_ha": [0.022, -0.120],
  "lumo_energy_ev": [3.431, 3.431]
}